Record 1
Entry from OMol25: 2 unconnected molecules or ions with the total composition C3H10N3 (wB97M-V/def2-TZVPD).

Geometry (Å):
C -2.1111 0.9082 0.3287
N -1.8947 0.3065 1.4189
H -1.2832 1.4235 -0.1591
H -3.0650 0.9709 -0.1884
H -2.7735 -0.0718 1.7753
C 0.4123 -1.9330 -1.0609
N 1.6052 1.2765 0.2482
C 1.0291 0.0992 0.1330
N 0.9676 -0.5816 -0.9733
H -0.0030 -2.0809 -2.0530
H -0.3510 -2.0547 -0.2982
H 1.1909 -2.6783 -0.9160
H 1.9459 1.7469 -0.5788
H 1.3272 1.8584 1.0251
H 0.4980 -0.3161 0.9827
H 1.3446 -0.1528 -1.8090

Properties
Frontier orbital gap in eV: 10.72
LUMO energy in eV: -3.476
DFT total energy in hartree: -284.31470
ΔE to the lowest compared entry with this formula, charge and spin in kJ/mol: 160.9
Charge: +1

***

Record 2
Entry from OMol25: 2 unconnected molecules or ions with the total composition C3H10N3O at a distorted geometry (wB97M-V/def2-TZVPD).

Geometry (Å):
N 0.3053 -1.8149 2.2694
C 0.3498 -0.4502 2.3324
N -0.6676 0.2739 2.8768
H -0.5126 -2.3371 2.5234
H 1.0293 -2.3585 1.8553
H 1.2140 0.0121 1.8873
H -0.6066 1.2613 2.9553
H -1.5160 -0.1627 3.1792
O -0.6858 -0.3091 -0.2419
C -0.5489 -0.1525 -1.4305
C -0.0824 1.1123 -2.0972
N 0.6103 0.7437 -3.3456
H -0.8993 -0.9415 -2.1248
H -0.9457 1.7157 -2.3815
H 0.5241 1.6752 -1.3816
H 1.0236 1.5834 -3.7317
H 1.4087 0.1487 -3.1444

Properties
Expectation value of S²: 0.753
2S+1: 2
Frontier orbital gap (alpha / beta) in eV: 4.75 / 9.66
LUMO energy (alpha / beta) in eV: 0.922 / 0.887
DFT total energy in hartree: -359.70589
ΔE to the lowest compared entry with this formula, charge and spin in kJ/mol: 140.9

***

Record 3
Entry from OMol25: 2 unconnected molecules or ions with the total composition C3H10N3O (wB97M-V/def2-TZVPD).

Geometry (Å):
C 1.1563 -0.6026 -1.7390
C 0.6260 0.5100 -1.2260
N -0.7149 0.4755 -0.6324
N 2.3401 -0.6794 -2.4116
H 0.5940 -1.5283 -1.7009
H 1.1086 1.4727 -1.2252
H -1.1461 -0.4420 -0.7522
H -0.7161 0.6846 0.3949
H -1.3412 1.1483 -1.0784
H 2.9972 0.0718 -2.2608
H 2.7828 -1.5866 -2.4203
C -1.5142 -0.5413 2.4717
N -0.9852 0.7454 2.3095
O -2.6699 -0.7907 2.2970
H -0.7501 -1.3061 2.6994
H -0.0984 0.8948 2.7739
H -1.6691 1.4740 2.5004

Properties
Frontier orbital gap in eV: 10.02
LUMO energy in eV: -3.110
DFT total energy in hartree: -359.56839
ΔE to the lowest compared entry with this formula, charge and spin in kJ/mol: 187.7
Charge: +1

***

Record 4
Entry from OMol25: 2 unconnected molecules or ions with the total composition C3H10N3O at a distorted geometry (wB97M-V/def2-TZVPD).

Geometry (Å):
N 0.4669 -1.4780 1.7261
C 0.0599 -1.7881 0.5104
N 0.9063 -2.0406 -0.4531
H 1.3739 -1.0599 1.8521
H -0.2394 -1.2375 2.4144
H -1.0021 -1.8592 0.3324
H 0.6071 -1.9501 -1.4113
H 1.9026 -1.9967 -0.3138
C -0.9854 1.3284 0.4173
C 0.1755 1.4199 -0.5509
N -0.1918 1.5237 -1.8716
O 1.3316 1.3494 -0.1731
H -1.5767 2.2551 0.4673
H -0.6270 1.1473 1.4380
H -1.6073 0.4846 0.1070
H -1.0922 1.9777 -1.9925
H 0.4981 1.9240 -2.4988

Properties
Frontier orbital gap in eV: 9.59
LUMO energy in eV: -3.977
DFT total energy in hartree: -359.60711
ΔE to the lowest compared entry with this formula, charge and spin in kJ/mol: 86.1
Charge: +1

***

Record 5
Entry from OMol25: 2 unconnected molecules or ions with the total composition C3H10N3O at a distorted geometry (wB97M-V/def2-TZVPD).

Geometry (Å):
C 1.6084 -0.2281 -0.5379
C -1.3518 0.2364 -0.1213
C -0.7178 -0.2972 1.0332
N 2.7630 0.2151 -0.1262
N -0.3459 0.4013 2.0365
N -1.3785 -0.5936 -1.3502
O 1.1811 -0.2626 -1.7715
H -2.3975 0.4408 0.1226
H -0.9480 1.2122 -0.4639
H -0.4823 -1.3950 1.0864
H 2.9014 0.3728 0.9205
H 3.6018 0.5323 -0.7839
H -0.5288 1.3569 2.0252
H -0.1964 -0.0531 2.8954
H 0.1149 -0.3379 -1.8534
H -1.9983 -0.0559 -2.0138
H -1.8254 -1.5444 -1.0979

Properties
Frontier orbital gap (alpha / beta) in eV: 7.16 / 7.16
LUMO energy (alpha / beta) in eV: -4.280 / -4.281
DFT total energy in hartree: -359.47546
ΔE to the lowest compared entry with this formula, charge and spin in kJ/mol: 431.7
Charge: +1

***

Record 6
Entry from OMol25: a gas-phase ion, C3H10N3O (charge +1) at a distorted geometry (wB97M-V/def2-TZVPD).

Geometry (Å):
C -1.3262 -1.0568 -0.8749
N -0.7854 0.1024 -0.2588
C -1.3632 0.2566 1.0422
C 0.4014 0.6576 -0.5179
N 1.6343 -0.1667 0.3264
N 2.9089 0.5515 0.2600
O 1.3992 -1.0760 1.0193
H -1.5171 -1.7892 -0.1202
H -2.1253 -0.6853 -1.4960
H -0.6380 -1.3945 -1.6345
H -1.0561 1.2187 1.6036
H -2.3911 0.1524 0.9817
H -1.0657 -0.4524 1.7609
H 0.7840 0.5643 -1.5211
H 0.5957 1.6841 -0.1312
H 3.0357 1.1102 -0.5687
H 3.6730 0.7183 0.9877

Properties
Frontier orbital gap in eV: 8.30
LUMO energy in eV: -5.584
Structure (SMILES): CN(C)C[N+](N)=O
DFT total energy in hartree: -359.40368
ΔE to the lowest compared entry with this formula, charge and spin in kJ/mol: 620.2
Charge: +1

***

Record 7
Entry from OMol25: C3H10N3OP in the gas phase at a distorted geometry (wB97M-V/def2-TZVPD).

Geometry (Å):
C 1.5317 -1.5278 -1.0467
N 0.2328 -0.9595 -1.3463
P 0.0320 0.5999 -0.8975
O 0.4971 1.5422 -1.9860
N 0.7430 0.8185 0.5684
C -0.2102 0.3196 1.5923
C -1.5426 0.7705 1.0890
N -1.5817 0.7854 -0.3668
H 2.0452 -0.9835 -0.1680
H 1.2664 -2.5894 -0.8685
H 2.1945 -1.4670 -1.8428
H -0.4198 -1.6150 -1.8934
H 1.6963 0.9449 0.7304
H 0.0268 0.7133 2.6387
H -0.1313 -0.6877 1.7864
H -2.3819 0.0409 1.3206
H -1.8476 1.7718 1.4715
H -2.1508 1.5228 -0.7811

Properties
Frontier orbital gap in eV: 9.61
LUMO energy in eV: 0.829
Structure (SMILES): CNP1(=O)NCCN1
DFT total energy in hartree: -701.20345
ΔE to the lowest compared entry with this formula, charge and spin in kJ/mol: 0.0

***

Record 8
Entry from OMol25: 2 unconnected molecules or ions with the total composition C3H10N3S at a distorted geometry (wB97M-V/def2-TZVPD).

Geometry (Å):
C -0.5116 0.7900 -0.1297
C -0.8263 -1.6196 -0.3889
C -1.1988 -0.3744 0.4198
N -0.5894 1.7887 -0.7080
N 1.5984 0.5979 0.5960
N -0.0309 2.8494 -1.3178
S -0.8923 -0.6895 2.2365
H 0.2369 -1.7927 -0.2611
H -1.4077 -2.3689 0.1941
H -1.3122 -1.5951 -1.3782
H -2.1936 -0.1408 0.1037
H 2.1324 1.4810 0.6091
H 1.4793 0.0856 1.5735
H 0.7869 3.0851 -0.9305
H 1.9442 -0.0857 0.0520
H -0.6113 3.6560 -1.4082
H -1.3894 0.4351 2.6917

Properties
Frontier orbital gap in eV: 10.14
LUMO energy in eV: -3.650
DFT total energy in hartree: -682.40396
ΔE to the lowest compared entry with this formula, charge and spin in kJ/mol: 358.5
Charge: +1

***

Record 9
Entry from OMol25: 2 unconnected molecules or ions with the total composition C3H10N3S at a distorted geometry (wB97M-V/def2-TZVPD).

Geometry (Å):
C 0.2703 0.1903 -0.2837
C -0.2481 -2.9140 3.2840
C -0.4784 1.2122 -1.1395
N 0.2583 2.0308 -1.8688
N -1.7390 1.2351 -1.4257
N 1.7609 0.1859 -0.5792
S 0.1469 -2.2458 1.9063
H 0.0946 0.3425 0.7379
H -0.3023 -0.7597 -0.4412
H -0.6647 -3.8757 3.5072
H 0.0742 -2.2672 4.1608
H 1.2368 1.8624 -1.8529
H -0.2052 2.4870 -2.5790
H -2.4929 0.7643 -0.9236
H -1.9950 1.9558 -2.0769
H 2.2258 0.6099 0.2108
H 2.0577 -0.8139 -0.6367

Properties
Frontier orbital gap in eV: 8.51
LUMO energy in eV: -3.366
DFT total energy in hartree: -682.48528
ΔE to the lowest compared entry with this formula, charge and spin in kJ/mol: 145.0
Charge: +1

***

Record 10
Entry from OMol25: a gas-phase ion, C3H10N3S (charge +1) (wB97M-V/def2-TZVPD).

Geometry (Å):
C -1.0375 0.7954 -0.0310
C 0.5464 -0.7080 0.9262
C 2.2093 0.9741 -0.5711
N -0.2310 0.3698 1.1177
N -1.8954 -0.3074 -0.3863
N -1.1172 -1.4792 -0.4950
S 1.9391 -0.7482 -0.0532
H -1.6295 1.6713 0.2211
H -0.3926 1.0146 -0.8840
H 0.5155 -1.5249 1.6360
H 3.2811 1.0513 -0.7349
H 1.9147 1.6494 0.2300
H 1.6951 1.1966 -1.4989
H -0.7719 0.3425 1.9770
H -2.6521 -0.4383 0.2806
H -0.7130 -1.5438 -1.4290
H -1.6612 -2.3152 -0.3053

Properties
Frontier orbital gap in eV: 9.06
LUMO energy in eV: -4.041
DFT total energy in hartree: -682.46118
ΔE to the lowest compared entry with this formula, charge and spin in kJ/mol: 208.2
Charge: +1

***

Record 11
Entry from OMol25: 2 unconnected molecules or ions with the total composition C3H10N3S at a distorted geometry (wB97M-V/def2-TZVPD).

Geometry (Å):
C -1.3286 1.7681 -0.3815
C 0.5157 -0.9087 1.1566
C -0.3485 -1.9443 1.5180
N 0.2442 -0.0210 0.3328
N 2.2617 -0.4433 -1.0987
N -2.1058 2.5626 -0.9719
S -1.1124 0.1188 -0.7471
H 2.2188 -1.4088 -0.9924
H -0.5873 2.1643 0.3159
H 1.4302 -0.7493 1.6313
H -1.0543 -2.1327 0.7530
H -0.8906 -1.6561 2.4115
H 0.0749 -2.8227 1.8302
H 2.2998 -0.1689 -2.1603
H 3.3177 -0.4516 -1.1697
H -1.8307 3.5697 -1.1407
H -3.1049 2.5237 -1.2870

Properties
Expectation value of S²: 2.010
2S+1: 3
Frontier orbital gap (alpha / beta) in eV: 6.79 / 6.75
LUMO energy (alpha / beta) in eV: -3.550 / -7.195
DFT total energy in hartree: -682.30682
ΔE to the lowest compared entry with this formula, charge and spin in kJ/mol: 244.9
Charge: +1

***

Record 12
Entry from OMol25: 2 unconnected molecules or ions with the total composition C3H10N3Si at a distorted geometry (wB97M-V/def2-TZVPD).

Geometry (Å):
C 0.8356 1.8940 -0.7167
C 1.3790 -0.7329 1.1483
C -0.2069 -1.0860 -1.5649
N -2.5594 -1.6919 1.3979
N -2.2855 -0.6039 1.3611
N -1.7126 0.4242 1.4437
Si 0.6441 0.0549 -0.4127
H 0.6097 2.2488 -1.7611
H 0.0034 2.2157 -0.0984
H 1.8321 2.3647 -0.4178
H 1.8732 -1.6471 0.7902
H 2.1825 0.0288 1.5164
H 0.7374 -0.9852 1.9031
H 0.0120 -0.6884 -2.5379
H -0.0125 -2.1865 -1.6461
H -1.2752 -0.8796 -1.4149
H -2.0569 1.2701 1.0097

Properties
Frontier orbital gap in eV: 9.49
LUMO energy in eV: -5.012
DFT total energy in hartree: -573.71944
ΔE to the lowest compared entry with this formula, charge and spin in kJ/mol: 222.7
Charge: +1

***

Record 13
Entry from OMol25: 2 unconnected molecules or ions with the total composition C3H10N4 at a distorted geometry (wB97M-V/def2-TZVPD).

Geometry (Å):
C -1.7756 0.7952 -1.0994
C -0.9071 -0.1822 -0.7994
N -0.4968 -0.4456 0.5601
N -0.7267 -1.7629 1.0426
H -2.0754 1.5454 -0.3832
H -2.3246 0.7817 -2.0237
H -0.7866 -1.0515 -1.4303
H -0.8208 0.2882 1.1918
H -1.7131 -1.9095 1.2553
H -0.1821 -1.8820 1.8927
C 1.9534 -0.5942 0.1192
N 2.0215 0.5969 -0.4205
N 1.4126 1.7148 0.0727
H 1.4607 -1.4588 -0.3241
H 2.8958 -0.9931 0.4687
H 0.7023 1.9323 -0.6358
H 1.3624 2.6253 0.5132

Properties
Frontier orbital gap (alpha / beta) in eV: 7.68 / 7.29
LUMO energy (alpha / beta) in eV: 0.321 / 0.234
Structure (SMILES): C=CNN.C=NN
DFT total energy in hartree: -339.03399
ΔE to the lowest compared entry with this formula, charge and spin in kJ/mol: 771.8

***

Record 14
Entry from OMol25: 2 unconnected molecules or ions with the total composition C3H10N4 (wB97M-V/def2-TZVPD).

Geometry (Å):
N 1.6669 -1.0515 -0.3485
C 1.2888 0.0257 0.5019
C 0.7966 1.3338 -0.0105
N 2.1028 1.2000 0.6155
H 0.8841 -1.6917 -0.4597
H 1.9440 -0.7204 -1.2689
H 0.9028 -0.3291 1.4515
H 0.0861 1.9123 0.5605
H 0.7386 1.4822 -1.0814
H 2.8782 1.2250 -0.0418
H -1.3085 -1.2061 -1.5449
N -1.2073 -1.6258 -0.6120
C -1.7057 -0.9346 0.3182
N -2.3808 0.2402 0.2209
H -1.6430 -1.3387 1.3287
H -2.4197 0.7085 -0.6627
H -2.6238 0.7701 1.0332

Properties
Frontier orbital gap in eV: 9.22
LUMO energy in eV: 0.823
Structure (SMILES): N[C@@H]1CN1.[H]/N=C\N
DFT total energy in hartree: -339.27504
ΔE to the lowest compared entry with this formula, charge and spin in kJ/mol: 138.9

***

Record 15
Entry from OMol25: C3H10N4 in the gas phase at a distorted geometry (wB97M-V/def2-TZVPD).

Geometry (Å):
H -1.7468 1.6004 1.9575
N -0.7788 1.5868 2.2227
C -0.1033 0.7804 1.5222
N 1.2361 0.5138 1.7695
N -0.6213 -0.0458 0.5654
N 0.1756 -0.4112 -0.4965
C -0.0890 -1.7988 -0.8490
C 0.1184 0.4603 -1.6496
H 1.7384 1.2723 2.2658
H 1.7596 0.1449 0.9885
H -1.6026 0.2033 0.3308
H 0.6583 -2.2042 -1.5832
H -0.0798 -2.3872 0.0607
H -1.0375 -1.8614 -1.3694
H 1.0486 0.2845 -2.2822
H -0.8616 0.3777 -2.2310
H 0.1858 1.4841 -1.2221

Properties
Frontier orbital gap in eV: 9.67
LUMO energy in eV: 0.806
Structure (SMILES): [H]/N=C(/N)NN(C)C
DFT total energy in hartree: -339.29093
ΔE to the lowest compared entry with this formula, charge and spin in kJ/mol: 97.2